Formula: C20H43Cl6F9N3O8
Source: the Open Molecules 2025 dataset
Level of theory: the ωB97M-V functional and the def2-TZVPD basis

XYZ file:
```
89
Properties=species:S:1:pos:R:3
N 3.875 0.714 -0.436
H 2.897 1.109 -0.541
H 4.345 0.870 -1.326
H 4.002 -0.292 -0.266
H 4.429 1.068 0.360
N 1.283 2.739 -3.331
H 2.091 2.734 -3.944
H 0.709 1.858 -3.360
H 0.714 3.562 -3.513
H 1.602 2.706 -2.324
N 1.118 -1.019 -4.846
H 1.942 -0.461 -5.061
H 1.508 -1.846 -4.392
H 0.657 -1.310 -5.708
H 0.475 -0.477 -4.192
O 0.069 0.372 -2.869
C 0.185 0.053 -1.484
C 0.528 1.206 -0.492
O 1.574 2.100 -0.805
H 0.987 -0.688 -1.312
H -0.711 -0.508 -1.207
H 0.825 0.727 0.456
H -0.408 1.726 -0.243
C 4.161 -2.360 5.142
C 3.887 -1.687 3.805
O 2.940 -2.521 3.090
C 2.781 -2.392 1.808
O 3.278 -1.534 1.116
C 1.807 -3.403 1.161
F 2.437 -4.092 0.207
F 1.194 -4.179 2.017
F 0.870 -2.666 0.524
H 4.451 -1.698 5.957
H 4.985 -3.072 5.076
H 3.316 -2.952 5.494
H 4.824 -1.634 3.253
H 3.450 -0.696 3.899
C -2.741 1.022 -4.516
C -3.954 0.588 -3.668
O -4.424 -0.682 -4.147
C -5.300 -0.694 -5.143
O -5.676 0.237 -5.791
C -5.746 -2.105 -5.532
F -7.069 -2.160 -5.573
F -5.223 -2.398 -6.731
F -5.266 -3.036 -4.684
H -2.275 0.105 -4.882
H -1.966 1.495 -3.917
H -3.144 1.610 -5.338
H -4.725 1.355 -3.646
H -3.630 0.391 -2.648
C -0.688 -0.149 6.952
C -0.471 -0.984 5.714
O -1.244 -0.469 4.638
C -1.115 -1.014 3.429
O -0.401 -1.937 3.186
C -1.896 -0.157 2.398
F -3.207 -0.297 2.595
F -1.502 1.112 2.485
F -1.607 -0.646 1.185
H 0.229 0.344 7.280
H -0.951 -0.781 7.804
H -1.439 0.638 6.922
H -0.800 -2.015 5.868
H 0.604 -1.078 5.542
Cl -2.872 5.196 1.012
C -1.403 4.214 0.599
C -0.238 5.164 0.505
Cl 0.425 5.524 2.108
H -1.703 3.753 -0.337
H -1.256 3.493 1.397
H -0.505 6.131 0.080
H 0.549 4.828 -0.173
Cl -2.737 -5.296 -2.533
C -1.621 -3.876 -2.404
C -2.407 -2.584 -2.532
Cl -3.603 -2.426 -1.197
H -0.912 -3.994 -3.220
H -1.110 -3.884 -1.443
H -2.998 -2.593 -3.443
H -1.756 -1.715 -2.455
Cl 2.601 1.610 4.777
C 2.052 1.753 3.109
C 2.923 2.766 2.384
Cl 4.575 2.086 2.210
H 1.010 2.069 3.061
H 2.114 0.777 2.626
H 2.918 3.678 2.976
H 2.506 2.973 1.397
```

## Properties
HOMO: -10.944 eV
charge: +1
calculated total energy: -141873.7488 eV
relative energy (zero: lowest compared OMol25 entry of this formula, charge and spin): 0.000 eV
lowest unoccupied orbital energy: -0.1273 Ha

Population analysis type Löwdin, resulting atomic charges in e:
1. N 0.23
2. H 0.06
3. H 0.13
4. H 0.10
5. H 0.00
6. N 0.23
7. H 0.12
8. H 0.06
9. H 0.13
10. H 0.06
11. N 0.27
12. H 0.13
13. H 0.14
14. H 0.14
15. H 0.06
16. O -0.38
17. C -0.31
18. C -0.33
19. O -0.36
20. H 0.08
21. H 0.07
22. H 0.09
23. H 0.08
24. C -0.05
25. C -0.17
26. O 0.06
27. C -0.38
28. O 0.10
29. C -0.56
30. F 0.17
31. F 0.21
32. F 0.14
33. H 0.08
34. H 0.08
35. H 0.08
36. H 0.13
37. H 0.06
38. C -0.05
39. C -0.17
40. O -0.01
41. C -0.39
42. O 0.18
43. C -0.54
44. F 0.19
45. F 0.17
46. F 0.15
47. H 0.07
48. H 0.05
49. H 0.08
50. H 0.13
51. H 0.11
52. C -0.06
53. C -0.21
54. O 0.03
55. C -0.37
56. O 0.17
57. C -0.54
58. F 0.19
59. F 0.17
60. F 0.14
61. H 0.07
62. H 0.08
63. H 0.09
64. H 0.13
65. H 0.11
66. Cl 0.54
67. C -0.63
68. C -0.68
69. Cl 0.58
70. H 0.06
71. H 0.04
72. H 0.06
73. H 0.06
74. Cl 0.54
75. C -0.63
76. C -0.65
77. Cl 0.57
78. H 0.06
79. H 0.06
80. H 0.04
81. H 0.04
82. Cl 0.62
83. C -0.67
84. C -0.60
85. Cl 0.63
86. H 0.07
87. H 0.05
88. H 0.06
89. H 0.05